63
Properties=species:S:1:pos:R:3 method="wB97M-V/def2-TZVPD" relative_energy_kcal_mol=24.8 e_homo_ev="-15.3 / -15.3" lumo_ev="-10.10 / -10.11" energy_ev=-53540.29420 gap_ha="0.19005 / 0.18994" total_charge=+3
Zr 1.62838 -0.71857 0.35226
N 2.65039 -2.80473 -0.26001
C 2.77122 -3.59847 1.02104
C 2.88184 -2.47806 2.04036
O 3.86005 -2.07646 2.56425
O 1.69631 -1.73518 1.95950
H 2.13071 -3.34148 -0.95221
H 3.58285 -2.69174 -0.65677
H 3.64662 -4.24019 1.03243
H 1.86757 -4.18333 1.17019
C -0.33928 3.82805 2.42186
C -0.62491 2.38505 2.82243
C -0.39087 1.36910 1.71170
N 1.04742 1.37155 1.25756
C 1.44219 2.24092 0.18392
S 0.50451 2.70901 -1.02339
N 2.81966 2.55542 0.27650
C 3.76356 1.59225 0.26205
O 3.32620 0.38026 0.05479
C 5.13936 1.88094 0.47183
C 5.54944 3.12929 0.98509
C 6.88737 3.38358 1.16787
C 7.82905 2.40621 0.84153
C 7.43549 1.16786 0.33987
C 6.09823 0.89804 0.15722
H -0.56985 4.49608 3.24933
H -0.94816 4.13090 1.56864
H 0.71408 3.99558 2.17498
H -1.67057 2.28279 3.11803
H -0.03150 2.10341 3.69794
H -1.00774 1.57518 0.83933
H -0.61707 0.36580 2.08049
H 1.64329 1.54714 2.07038
H 3.09607 3.50431 0.05385
H 4.82811 3.88194 1.28032
H 7.20828 4.33301 1.57294
H 8.88219 2.61056 0.98463
H 8.18053 0.42467 0.09227
H 5.78171 -0.05362 -0.24490
N -4.89100 -1.17323 -2.86786
C -6.20376 -1.50563 -2.75756
C -7.29001 -1.36376 -3.62525
C -8.49066 -1.82926 -3.15689
C -8.64458 -2.42545 -1.86837
C -7.59078 -2.56663 -1.01895
C -6.33321 -2.09745 -1.46892
N -5.14364 -2.12360 -0.84507
C -4.27877 -1.55159 -1.68952
C -2.92022 -1.39687 -1.36111
C -1.95844 -0.78569 -2.21140
C -0.66930 -0.67489 -1.80790
N -0.22180 -1.13040 -0.59131
C -1.15367 -1.76470 0.22803
C -2.45485 -1.89049 -0.10456
H -4.46201 -0.75079 -3.67374
H -7.20365 -0.91850 -4.60636
H -9.36164 -1.74300 -3.79325
H -9.62358 -2.77255 -1.56911
H -7.68918 -3.01864 -0.04213
H -2.23251 -0.40651 -3.18546
H 0.07300 -0.20896 -2.44599
H -0.78533 -2.14985 1.17254
H -3.16313 -2.37865 0.55001


8
Properties=species:S:1:pos:R:3 method="wB97M-V/def2-TZVPD" relative_energy_kcal_mol=62.4 e_homo_ev="-8.8 / -8.6" lumo_ev="-1.91 / -2.42" energy_ev=-365987.40289 gap_ha="0.25399 / 0.22675"
Si -1.72974 -0.74023 0.88198
Si 1.58714 0.43376 -0.90665
Br -3.29040 0.59590 0.05164
Br -1.18239 -0.09416 2.93465
Br 2.17939 2.52314 -0.36504
Br 3.27371 -0.93781 -0.34813
Br 1.35227 0.33282 -3.13787
H -2.19000 -2.11342 0.88943


18
Properties=species:S:1:pos:R:3 method="wB97M-V/def2-TZVPD" relative_energy_kcal_mol=87.5 smiles="[H]/N=C/N/N=C(/C)CN" e_homo_ev=-8.6 lumo_ev=0.99 energy_ev=-10267.05566 gap_ha=0.35231
H 1.90833 2.00176 -1.09327
N 1.46280 1.09644 -0.67487
C 2.22248 0.34706 -0.07778
N 1.89054 -0.87192 0.52582
N 0.69282 -1.39306 -0.12234
C -0.36217 -0.72371 0.05456
C -1.61687 -1.26633 -0.62420
C -0.76776 0.42076 0.96757
N -1.49135 1.33085 -0.00503
H 3.30203 0.63013 -0.15539
H 2.46735 -1.62143 0.59175
H -2.22151 -0.55398 -1.13830
H -2.18174 -1.66623 0.13557
H -1.06125 -2.06737 -1.31590
H -1.44168 -0.10238 1.62080
H 0.06612 0.69808 1.68775
H -2.20732 2.14728 0.30757
H -0.66081 1.59405 -0.68433


63
Properties=species:S:1:pos:R:3 method="wB97M-V/def2-TZVPD" relative_energy_kcal_mol=19.0 e_homo_ev=6.0 lumo_ev=8.01 energy_ev=-91139.91511 gap_ha=0.07200 total_charge=-5
O 0.95953 -1.00786 -1.10575
V -0.18415 -0.51411 -0.09824
O -0.68378 0.86808 -0.66958
C 1.10299 2.15308 2.00206
C 1.25591 0.75367 2.35602
C 1.43722 0.33886 3.87202
O 1.54343 -0.82892 4.27355
C 1.43578 1.40509 4.86635
C 1.22692 2.72197 4.50191
C 1.17032 3.04146 3.05278
O 1.13177 4.26891 2.68419
O 0.91778 3.48069 5.48505
O 1.04749 -0.21153 1.55992
H 1.24497 2.48362 0.98476
H 1.43658 1.11090 5.90485
C 1.30183 -3.83199 -0.40515
C 2.32446 -4.74604 -0.20046
C 2.70671 -5.34778 1.15230
O 3.74209 -6.08667 1.32701
C 2.01863 -4.95676 2.27062
C 0.85825 -4.02876 2.16842
C 0.51340 -3.39895 0.72228
O -0.49888 -2.62596 0.63129
O 0.26463 -3.65477 3.16448
O 2.98400 -5.09191 -1.26537
H 1.17999 -3.39917 -1.38552
H 2.38544 -5.31413 3.22190
C -2.89972 -0.06306 4.80111
C -2.54241 -0.77806 3.59451
C -2.45743 0.04666 2.29176
O -2.21795 -0.52437 1.21350
C -2.53450 1.51145 2.35748
C -2.94444 2.09908 3.53572
C -3.09518 1.32519 4.83093
O -3.28980 1.89745 5.95418
O -3.11364 3.38059 3.48917
O -2.07604 -1.90870 3.54121
H -3.00077 -0.70847 5.66415
H -2.47935 2.02133 1.40686
F -1.78533 -1.48604 -1.98257
C -2.08177 -1.07884 -3.20798
C -1.85943 -1.90926 -4.30799
C -1.99281 -1.37027 -5.57460
C -2.33243 -0.05714 -5.73402
C -2.64980 0.77878 -4.64626
C -2.51441 0.26430 -3.36922
H -1.33739 -2.84852 -4.18554
H -1.84433 -1.93771 -6.48406
H -2.50764 0.29659 -6.74344
H -3.08336 1.76390 -4.74634
H -2.78834 0.86243 -2.51102
F 2.88540 0.03469 -3.32162
C 2.52842 1.31568 -3.33616
C 3.43026 2.35577 -3.41997
C 2.94051 3.63736 -3.35366
C 1.58670 3.90761 -3.33512
C 0.62745 2.87431 -3.25089
C 1.15372 1.58865 -3.24805
H 4.48342 2.11290 -3.47078
H 3.68495 4.42118 -3.41747
H 1.22844 4.90957 -3.53519
H -0.44378 2.95670 -3.35438
H 0.49946 0.72726 -3.21600


32
Properties=species:S:1:pos:R:3 method="wB97M-V/def2-TZVPD" e_homo_ev="-13.2 / -13.5" lumo_ev="-2.46 / -3.16" energy_ev=-80785.54101 gap_ha="0.39306 / 0.38016" multiplicity=3 total_charge=+1
Ni -0.67074 0.73290 -0.31292
N -2.61265 0.71206 0.26762
C -2.88093 2.01108 0.91558
C -2.24407 3.10986 0.07752
N -0.82046 2.76650 -0.13994
H -3.22069 0.55816 -0.53224
H -2.73664 -0.08090 0.89307
H -2.41349 1.98392 1.90145
H -3.94582 2.19587 1.05813
H -2.36587 4.08031 0.55870
H -2.72509 3.16673 -0.90047
H -0.25538 3.00743 0.67046
H -0.42104 3.25934 -0.93151
N 2.86229 -0.87841 0.05995
C 1.51087 -1.53732 -0.20087
C 1.67716 -3.03922 -0.35387
P 0.85257 -0.65426 -1.70160
O 1.66671 -1.33450 -2.87496
O -0.64053 -0.81737 -1.79640
O 1.22959 0.78505 -1.42015
P 0.45654 -1.08561 1.27682
O 1.37858 -1.70033 2.42867
O -0.87123 -1.71346 1.13836
O 0.51001 0.43375 1.33687
H 3.57010 -1.21247 -0.59701
H 3.18663 -1.07247 1.01123
H 2.73326 0.13658 -0.06543
H 2.29981 -3.28568 -1.21499
H 0.69242 -3.47885 -0.50855
H 2.10289 -3.48221 0.54704
H 1.20091 -1.41009 -3.71756
H 0.89428 -2.15640 3.12703